Density functional theory data (the ωB97M-V functional and the def2-TZVPD basis) for a molecular structure, C43H48BCaCl2F4N7O5SSi2.

Each line ends with the Löwdin charge.
CARTESIAN COORDINATES (ANGSTROEM)
Ca (1.214, -1.721, 0.768)  1.35
Cl (0.170, -6.370, -0.960)  0.56
Cl (0.482, -5.207, -3.614)  0.61
S (7.298, 3.201, 2.101)  0.95
Si (0.643, -1.446, -4.433)  0.32
Si (-2.250, -1.248, -3.096)  0.33
F (4.223, -3.491, 4.075)  0.10
F (2.672, -4.822, 3.021)  0.13
F (1.996, -2.957, 4.178)  0.09
F (3.147, -2.721, 2.199)  0.03
O (1.642, -3.223, -0.671)  -0.27
O (-4.126, -1.808, 3.283)  -0.12
O (-2.075, 4.485, 2.465)  -0.14
O (2.876, -4.738, -1.773)  0.01
O (0.381, 2.455, 2.435)  -0.12
N (6.268, 2.457, 3.109)  -0.23
N (2.228, -0.085, 2.266)  0.04
N (2.694, 0.150, -0.368)  0.10
N (6.613, 2.808, 0.685)  -0.23
N (-2.201, -0.434, 2.208)  0.15
N (-0.544, 0.447, 0.788)  0.15
N (-2.165, 1.824, 1.902)  0.13
C (-0.761, -3.837, 1.991)  -0.16
C (-5.276, -2.523, 3.653)  -0.11
C (-3.190, 2.313, -0.269)  0.01
C (-3.031, -2.555, 2.858)  -0.23
C (-0.817, -2.441, 1.804)  -0.17
C (1.334, 3.815, -0.857)  -0.09
C (0.028, 1.616, 0.259)  -0.22
C (-3.137, 5.017, 0.374)  -0.03
C (-3.673, 4.608, -0.839)  -0.10
C (-1.976, -1.840, 2.267)  -0.22
C (1.828, -4.245, -1.403)  -0.79
C (0.866, 3.471, 3.280)  -0.09
C (1.226, 0.293, -5.022)  -0.20
C (-0.469, -1.418, -3.030)  -0.36
C (4.789, 1.660, -1.392)  0.01
C (0.562, 2.620, 1.083)  -0.23
C (0.478, -4.866, -1.871)  -0.98
C (0.800, 2.837, -1.678)  -0.09
C (-2.940, -3.926, 3.005)  -0.06
C (3.333, 0.575, 1.906)  -0.14
C (1.986, -0.281, 3.549)  -0.10
C (-0.142, -2.116, -6.032)  -0.21
C (-1.569, 0.557, 1.554)  -0.36
C (-3.695, 3.256, -1.148)  -0.08
C (5.549, 2.070, 0.960)  -0.29
C (-1.784, -4.570, 2.564)  -0.10
C (2.846, 0.164, 4.557)  -0.01
C (-2.835, 0.371, -3.936)  -0.21
C (4.641, 1.497, -0.012)  -0.09
C (5.351, 1.867, 2.361)  -0.30
C (4.222, 1.100, 2.847)  -0.09
C (-3.211, -2.581, -4.066)  -0.20
C (3.565, 0.740, 0.461)  -0.13
C (2.834, 0.324, -1.667)  -0.10
C (3.869, 1.077, -2.229)  -0.02
C (-2.649, 2.712, 0.951)  -0.18
C (0.161, 1.740, -1.119)  -0.03
C (1.218, 3.708, 0.524)  -0.03
C (-3.035, 4.546, 3.508)  -0.08
C (3.971, 0.868, 4.200)  0.01
C (2.223, -2.457, -4.173)  -0.20
C (-2.636, 4.080, 1.256)  -0.24
C (-2.998, -1.283, -1.355)  -0.19
B (3.007, -3.534, 3.382)  -1.26
H (-4.094, 2.921, -2.096)  0.10
H (1.084, -0.830, 3.788)  0.12
H (0.126, -4.384, 1.681)  0.08
H (0.588, 3.180, 4.292)  0.10
H (-2.242, 1.212, -3.566)  0.00
H (-6.058, -1.784, 3.829)  0.08
H (4.671, 1.238, 4.938)  0.11
H (-1.693, -5.644, 2.679)  0.09
H (-3.497, 3.568, 3.675)  0.09
H (-3.085, 6.065, 0.646)  0.11
H (1.929, 0.255, -5.860)  0.01
H (-2.957, -2.295, -0.944)  0.03
H (3.926, 1.182, -3.304)  0.11
H (2.628, -0.075, 5.587)  0.11
H (-0.501, -3.134, -5.867)  0.01
H (2.089, -0.158, -2.287)  0.08
H (-5.592, -3.205, 2.857)  0.09
H (0.354, 0.871, -5.340)  0.01
H (1.957, 3.553, 3.222)  0.09
H (2.022, -3.515, -4.350)  -0.04
H (0.413, 4.439, 3.042)  0.08
H (-1.622, 2.290, 2.619)  0.12
H (-2.899, -3.571, -3.726)  0.01
H (3.028, -2.151, -4.847)  0.02
H (-3.744, -4.494, 3.454)  0.09
H (-3.895, 0.589, -3.777)  0.01
H (0.565, -2.127, -6.866)  0.01
H (1.845, 4.671, -1.281)  0.09
H (-2.669, 0.311, -5.016)  0.01
H (-0.998, -1.505, -6.330)  0.01
H (-5.117, -3.101, 4.570)  0.09
H (1.694, 0.858, -4.212)  -0.03
H (-0.200, 0.922, -1.738)  0.09
H (-3.195, 1.263, -0.534)  0.09
H (-4.056, 5.338, -1.540)  0.09
H (-3.069, -0.135, 2.624)  0.13
H (1.633, 4.482, 1.154)  0.10
H (-4.295, -2.498, -3.941)  0.01
H (2.594, -2.403, -3.148)  0.01
H (0.896, 2.906, -2.754)  0.10
H (-4.040, -0.951, -1.328)  0.02
H (-2.413, -0.658, -0.679)  -0.02
H (5.618, 2.244, -1.770)  0.11
H (-0.116, -1.740, -2.049)  -0.05
H (-2.990, -2.521, -5.134)  0.00
H (-3.818, 5.273, 3.272)  0.09
H (-2.509, 4.859, 4.409)  0.09
H (-0.351, -4.193, -1.676)  0.04

The energy comes out at -5426.8609 hartree. The HOMO-LUMO gap comes out at 4.114 eV. The net charge is -2. The value obtained for the relative energy (zero: lowest compared OMol25 entry of this formula, charge and spin) is 0.285 eV. Its spin multiplicity is 1.

Density functional theory data (the ωB97M-V functional and the def2-TZVPD basis) for a molecular structure, C43H48CaF3N8O3P2S2.

Each line ends with the Löwdin charge.
CARTESIAN COORDINATES (ANGSTROEM)
Ca (0.006, -0.668, 0.170)  1.21
S (8.277, -1.297, 2.959)  1.02
S (-0.799, -1.975, 2.563)  0.45
P (-3.374, -0.264, -1.822)  0.98
P (-1.979, 1.755, -0.315)  0.93
F (-0.588, -2.345, 5.129)  0.16
F (-1.834, -0.665, 4.572)  0.14
F (-2.574, -2.686, 4.337)  0.16
O (-0.422, -3.342, 2.339)  -0.27
O (0.318, -1.025, 2.582)  -0.42
O (-1.822, -1.449, 1.663)  -0.40
N (2.360, 3.415, 0.553)  0.11
N (4.052, -0.168, 1.649)  0.04
N (-2.929, 1.391, -1.678)  -0.42
N (1.185, -0.855, -2.115)  -0.14
N (2.036, -2.143, 0.331)  -0.05
N (1.360, 1.490, 0.242)  0.00
N (7.557, -5.463, 4.683)  0.07
N (-0.873, -2.638, -1.183)  -0.06
C (7.798, -4.425, 5.476)  -0.13
C (-7.450, 0.317, -1.867)  -0.07
C (8.022, -3.136, 5.006)  -0.08
C (2.638, -2.536, -0.942)  -0.24
C (4.256, -0.879, 2.761)  -0.13
C (-1.028, 4.303, 0.294)  -0.09
C (5.129, 0.186, 0.950)  -0.14
C (7.761, -4.002, 2.796)  -0.08
C (-2.993, 0.211, -5.905)  -0.08
C (0.312, -1.533, -3.084)  -0.20
C (-1.496, -1.918, 4.261)  -0.68
C (-3.403, -0.494, -3.633)  -0.40
C (-3.127, 2.098, 1.055)  -0.38
C (-5.496, -0.557, -0.095)  -0.11
C (-4.820, 2.574, 3.211)  -0.07
C (-0.639, 5.057, -2.349)  -0.09
C (6.424, -0.152, 1.306)  -0.08
C (1.988, 2.981, 1.801)  -0.07
C (-6.133, 0.215, -2.288)  -0.09
C (-5.147, -0.217, -1.401)  -0.37
C (-0.491, 5.547, -0.003)  -0.08
C (1.376, 1.790, 1.596)  -0.17
C (7.545, -5.247, 3.370)  -0.13
C (-3.009, 0.483, -4.542)  -0.11
C (6.623, -0.895, 2.465)  -0.51
C (-6.815, -0.452, 0.325)  -0.07
C (1.957, 2.501, -0.358)  -0.40
C (-1.369, 3.420, -0.730)  -0.36
C (2.540, -1.404, -1.959)  -0.20
C (5.508, -1.255, 3.214)  -0.05
C (7.992, -2.924, 3.637)  -0.54
C (-3.777, -1.751, -4.112)  -0.12
C (-3.372, -1.039, -6.372)  -0.08
C (-3.598, 1.953, 3.416)  -0.07
C (-5.203, 2.955, 1.929)  -0.07
C (-3.767, -2.021, -5.471)  -0.08
C (2.178, 2.718, -1.815)  0.01
C (-1.163, 3.805, -2.054)  -0.11
C (-4.358, 2.722, 0.858)  -0.09
C (-0.350, -2.803, -2.550)  -0.23
C (-0.297, 5.928, -1.325)  -0.08
C (-2.756, 1.708, 2.339)  -0.11
C (-7.790, -0.015, -0.560)  -0.07
H (7.811, -4.625, 6.541)  0.11
H (-1.148, -3.063, -3.250)  0.11
H (-1.422, 3.128, -2.859)  0.09
H (0.858, -1.794, -4.000)  0.12
H (-5.482, 2.756, 4.047)  0.11
H (-1.816, 1.194, 2.501)  0.08
H (-8.820, 0.060, -0.236)  0.11
H (-8.214, 0.649, -2.557)  0.11
H (-2.689, 0.981, -6.603)  0.11
H (3.695, -2.805, -0.846)  0.12
H (-5.872, 0.463, -3.310)  0.10
H (-3.305, 1.643, 4.411)  0.10
H (7.359, -6.111, 2.741)  0.11
H (3.181, -0.585, -1.620)  0.11
H (-0.242, 6.229, 0.801)  0.11
H (3.367, -1.154, 3.320)  0.11
H (2.122, -3.423, -1.311)  0.10
H (-0.663, -3.452, -0.614)  0.08
H (1.670, 1.959, -2.402)  0.06
H (1.914, -2.931, 0.958)  0.09
H (-0.470, -0.823, -3.371)  0.10
H (7.260, 0.147, 0.688)  0.11
H (7.752, -3.880, 1.721)  0.11
H (-4.730, -0.894, 0.596)  0.10
H (2.810, 4.288, 0.336)  0.16
H (-3.363, -1.249, -7.433)  0.11
H (-1.883, -2.544, -1.178)  0.03
H (2.938, -1.755, -2.919)  0.12
H (1.770, 3.682, -2.120)  0.07
H (-4.671, 3.022, -0.137)  0.11
H (4.949, 0.767, 0.051)  0.10
H (2.200, 3.537, 2.697)  0.12
H (0.978, 1.117, 2.337)  0.08
H (5.608, -1.825, 4.127)  0.11
H (3.240, 2.696, -2.066)  0.09
H (1.276, 0.108, -2.406)  0.07
H (-3.617, 2.084, -1.958)  0.07
H (-4.069, -2.997, -5.830)  0.11
H (-4.091, -2.524, -3.416)  0.11
H (-1.196, 4.025, 1.328)  0.11
H (-7.080, -0.715, 1.340)  0.11
H (0.355, -3.634, -2.569)  0.11
H (8.217, -2.323, 5.692)  0.11
H (-0.504, 5.353, -3.382)  0.11
H (2.625, -1.467, 0.821)  0.03
H (0.102, 6.908, -1.555)  0.11
H (-2.707, 1.459, -4.183)  0.08
H (-6.161, 3.433, 1.768)  0.11

The energy comes out at -4787.5009 hartree. The HOMO-LUMO gap comes out at 8.956 eV. The net charge is +1. The value obtained for the relative energy (zero: lowest compared OMol25 entry of this formula, charge and spin) is 0.417 eV. Its spin multiplicity is 1.